Here is C11H23BrNO2P2Ru as an isolated structure in a non-equilibrium geometry from the OMol25 dataset. Energies are from the ωB97M-V functional and the def2-TZVPD basis.

Values from the calculation:
F_max	4.2	eV/A
ΔE to the lowest compared entry with this formula, charge and spin	21.0	kcal per mole
LUMO energy (alpha / beta)	-6.60 / -10.43	eV
Kohn-Sham gap (alpha / beta)	6.27 / 5.58	eV
calculated total energy	-3989.0513	Ha

ORCA input file:
```
! wB97M-V def2-TZVPD RIJCOSX def2/J DEFGRID3
* xyz 2 6
Ru -0.072 -0.136 0.021
P -0.274 0.517 -2.077
C -1.967 -0.076 -2.469
C -2.357 -1.255 -1.664
N -1.736 -1.384 -0.466
C -2.261 -2.195 0.460
C -3.317 -3.048 0.139
C -3.875 -3.035 -1.131
C -3.372 -2.134 -2.051
C -1.667 -2.135 1.826
P -0.772 -0.500 2.077
H -3.820 -1.983 -3.027
H -3.650 -3.769 0.873
H -4.703 -3.690 -1.400
H -2.409 -2.229 2.630
H -0.908 -2.923 1.973
H -2.798 0.853 -2.015
H -2.012 -0.253 -3.573
H -2.919 2.045 -0.634
O -3.582 1.583 -1.469
H -3.941 2.130 -2.220
H -0.941 1.397 0.037
O -1.995 2.210 0.155
H -1.801 3.171 0.225
C -2.085 0.598 2.697
H -2.766 0.039 3.357
H -1.579 1.410 3.243
H -2.615 1.009 1.823
C 0.427 -0.720 3.435
H 0.802 0.282 3.650
H -0.062 -1.153 4.311
H 1.233 -1.362 3.072
C 1.010 -0.335 -3.027
H 0.763 -0.271 -4.109
H 1.994 0.145 -2.831
H 1.082 -1.396 -2.702
C -0.150 2.237 -2.495
H 0.910 2.527 -2.485
H -0.594 2.406 -3.485
H -0.686 2.814 -1.726
Br 2.219 0.616 0.368
*
```


Here is C61H52IrN2OP3SSi as an isolated structure in a non-equilibrium geometry from the OMol25 dataset. Energies are from the ωB97M-V functional and the def2-TZVPD basis.

Values from the calculation:
F_max	2.3	eV/A
LUMO energy (alpha / beta)	-9.03 / -9.63	eV
Kohn-Sham gap (alpha / beta)	6.34 / 5.91	eV
calculated total energy	-4355.7477	Ha

ORCA input file:
```
! wB97M-V def2-TZVPD RIJCOSX def2/J DEFGRID3
* xyz 3 2
Ir 0.354 -0.338 0.085
C 3.969 -2.877 -4.665
C 3.302 -1.704 -4.987
C 2.908 -0.830 -3.991
C 3.165 -1.134 -2.651
C 3.838 -2.313 -2.328
C 4.251 -3.165 -3.337
P 2.482 -0.079 -1.342
C 3.766 0.042 -0.054
C 4.629 1.119 0.114
C 5.524 1.124 1.173
C 5.576 0.057 2.056
C 4.728 -1.029 1.883
C 3.814 -1.025 0.848
C 2.249 1.542 -2.128
C 3.329 2.122 -2.794
C 3.186 3.347 -3.423
C 1.971 4.011 -3.371
C 0.896 3.436 -2.710
C 1.005 2.183 -2.117
Si -0.587 1.367 -1.343
C -1.110 2.798 -0.156
C -1.947 3.819 -0.587
C -2.048 5.000 0.129
C -1.306 5.167 1.286
C -0.509 4.138 1.756
C -0.426 2.940 1.050
P 0.568 1.576 1.750
C 2.074 2.487 2.189
C 2.657 3.258 1.180
C 3.690 4.122 1.483
C 4.166 4.207 2.784
C 3.616 3.410 3.777
C 2.579 2.542 3.485
C -0.231 1.196 3.335
C 0.366 0.184 4.091
C -0.187 -0.198 5.299
C -1.341 0.422 5.758
C -1.940 1.423 5.005
C -1.405 1.798 3.784
C -1.982 1.111 -2.613
C -2.011 1.762 -3.841
C -3.050 1.549 -4.732
C -4.077 0.676 -4.408
C -4.065 0.007 -3.194
C -3.010 0.220 -2.313
P -3.052 -0.704 -0.738
C -2.794 -2.450 -1.097
C -3.053 -3.369 -0.078
C -2.852 -4.719 -0.286
C -2.358 -5.161 -1.506
C -2.095 -4.254 -2.523
C -2.296 -2.899 -2.322
C -4.722 -0.473 -0.087
C -5.687 -1.479 -0.060
C -6.908 -1.235 0.544
C -7.167 -0.010 1.140
C -6.220 1.005 1.086
C -5.004 0.777 0.473
H 4.279 -3.552 -5.450
H 3.092 -1.467 -6.018
H 2.432 0.102 -4.259
H 4.075 -2.548 -1.299
H 4.796 -4.060 -3.084
H 4.615 1.947 -0.577
H 6.187 1.966 1.309
H 6.269 0.070 2.883
H 4.777 -1.870 2.560
H 3.130 -1.857 0.730
H 4.274 1.596 -2.842
H 4.020 3.783 -3.953
H 1.850 4.967 -3.857
H -0.040 3.972 -2.653
H -2.511 3.692 -1.499
H -2.693 5.790 -0.225
H -1.355 6.099 1.826
H 0.060 4.266 2.665
H 2.274 3.196 0.171
H 4.119 4.742 0.712
H 4.957 4.899 3.027
H 3.984 3.479 4.789
H 2.145 1.945 4.272
H 1.281 -0.271 3.728
H 0.285 -0.973 5.882
H -1.759 0.134 6.708
H -2.826 1.917 5.375
H -1.881 2.585 3.214
H -1.216 2.447 -4.095
H -3.061 2.073 -5.676
H -4.887 0.508 -5.103
H -4.861 -0.680 -2.941
H -3.414 -3.023 0.878
H -3.081 -5.429 0.494
H -2.175 -6.213 -1.661
H -1.730 -4.608 -3.477
H -2.088 -2.194 -3.112
H -5.497 -2.435 -0.526
H -7.664 -2.006 0.553
H -8.105 0.157 1.647
H -6.428 1.966 1.529
H -4.252 1.553 0.429
O 0.098 -0.941 -3.285
H 0.421 -1.603 -3.907
H -0.383 -0.288 -3.803
N -2.470 -0.590 1.837
H -2.822 0.340 2.042
H -1.614 -0.717 2.368
H -3.151 -1.248 2.202
S 1.143 -4.754 -0.764
C 0.711 -3.107 -0.858
N 0.422 -2.508 0.269
C 0.513 -3.380 1.328
C 0.252 -3.100 2.668
C 0.391 -4.103 3.603
C 0.796 -5.384 3.225
C 1.068 -5.683 1.904
C 0.915 -4.679 0.960
H 0.687 -2.594 -1.801
H -0.050 -2.108 2.961
H 0.191 -3.896 4.645
H 0.891 -6.157 3.969
H 1.393 -6.665 1.605
*
```


Here is C23H41N2P3RhS as an isolated structure in a non-equilibrium geometry from the OMol25 dataset. Energies are from the ωB97M-V functional and the def2-TZVPD basis.

Values from the calculation:
F_max	5.5	eV/A
ΔE to the lowest compared entry with this formula, charge and spin	34.6	kcal per mole
LUMO energy (alpha / beta)	-8.66 / -11.57	eV
Kohn-Sham gap (alpha / beta)	7.36 / 5.66	eV
calculated total energy	-2542.1340	Ha

ORCA input file:
```
! wB97M-V def2-TZVPD RIJCOSX def2/J DEFGRID3
* xyz 3 5
Rh 1.599 0.078 -0.443
P 0.285 1.695 0.237
P -4.085 -1.773 -1.365
P 3.294 1.322 -0.685
H 1.442 -1.099 -4.431
C 2.291 -0.996 -3.745
C 2.353 -1.771 -2.657
H 1.739 -2.689 -2.650
C -0.265 2.986 -0.959
C -1.346 1.429 1.089
C 1.037 2.765 1.595
C -5.211 -2.700 -2.332
C -4.500 -1.747 0.350
C -3.753 -0.140 -1.940
C 4.567 0.335 -1.534
C 4.165 1.805 0.866
C 3.090 2.873 -1.625
H 3.086 -0.335 -4.121
H 3.140 -1.741 -1.894
H -0.826 3.744 -0.384
H -0.933 2.518 -1.691
H 0.577 3.457 -1.482
H -1.654 2.374 1.566
H -1.316 0.650 1.861
H -2.099 1.148 0.341
H 0.237 3.365 2.064
H 1.818 3.455 1.241
H 1.456 2.095 2.359
H -6.013 -2.993 -1.642
H -4.726 -3.577 -2.778
H -5.582 -1.981 -3.085
H -5.594 -1.870 0.315
H -4.240 -0.775 0.778
H -3.992 -2.538 0.924
H -4.559 0.174 -2.597
H -2.835 -0.092 -2.530
H -3.662 0.506 -1.065
H 5.507 0.877 -1.682
H 4.160 -0.050 -2.474
H 4.766 -0.562 -0.929
H 5.046 2.439 0.668
H 4.479 0.876 1.362
H 3.469 2.317 1.533
H 4.070 3.172 -2.021
H 2.694 3.668 -0.976
H 2.384 2.720 -2.453
C -0.847 -1.432 -3.178
C -0.618 -0.102 -3.572
C -0.897 0.255 -4.890
C -1.274 -0.722 -5.819
C -1.244 -2.079 -5.462
C -0.916 -2.438 -4.165
S -1.224 -2.036 -1.606
H -2.586 -2.432 -1.564
H -0.186 0.607 -2.879
H -0.866 1.307 -5.191
H -1.569 -0.442 -6.838
H -1.548 -2.872 -6.153
H -0.884 -3.477 -3.845
N 0.325 -2.184 6.563
C 0.526 -1.911 5.449
C 0.792 -1.615 4.041
C 2.054 -1.231 3.610
C 2.237 -0.866 2.281
N 1.216 -0.894 1.418
C 0.006 -1.336 1.774
C -0.237 -1.704 3.098
H 2.888 -1.180 4.292
H 3.190 -0.531 1.889
H -0.775 -1.352 0.993
H -1.235 -2.021 3.393
*
```


Here is C5H10N2O2 in the gas phase in a non-equilibrium geometry from the OMol25 dataset. Energies are from the ωB97M-V functional and the def2-TZVPD basis.

Values from the calculation:
F_max	5.4	eV/A
ΔE to the lowest compared entry with this formula, charge and spin	150.1	kcal per mole
LUMO energy	0.89	eV
Kohn-Sham gap	9.39	eV
calculated total energy	-456.3150	Ha

ORCA input file:
```
! wB97M-V def2-TZVPD RIJCOSX def2/J DEFGRID3
* xyz 0 1
C -1.490 -0.449 0.304
C -0.553 0.003 -0.456
C -1.010 -1.595 1.113
C -1.583 1.691 -1.737
C 2.732 0.537 0.534
N 0.253 -1.957 0.465
N 0.850 -0.813 -0.092
O -0.357 0.952 -1.353
O 1.489 0.039 0.923
H -2.498 -0.225 0.032
H -0.933 -1.312 2.109
H -1.666 -2.513 1.088
H -1.310 2.289 -2.587
H -1.758 2.386 -0.977
H -2.596 1.104 -1.738
H 2.872 1.582 1.016
H 3.001 0.679 -0.502
H 3.650 -0.034 0.758
H 0.908 -2.365 1.099
*
```


Here is C5H10O in the gas phase in a non-equilibrium geometry from the OMol25 dataset. Energies are from the ωB97M-V functional and the def2-TZVPD basis.

Values from the calculation:
F_max	4.7	eV/A
ΔE to the lowest compared entry with this formula, charge and spin	45.8	kcal per mole
LUMO energy	0.92	eV
Kohn-Sham gap	10.94	eV
calculated total energy	-271.6796	Ha

ORCA input file:
```
! wB97M-V def2-TZVPD RIJCOSX def2/J DEFGRID3
* xyz 0 1
C -1.701 -0.459 0.863
C -0.618 0.492 0.360
C 0.164 -0.095 -0.720
C 1.234 -1.074 -0.284
C 1.662 0.316 -0.819
H -2.096 -0.241 1.965
H -2.608 -0.337 0.107
H -1.335 -1.512 0.910
H 0.092 0.625 1.171
H -0.520 2.427 -0.009
H -0.303 -0.209 -1.672
H 1.505 -1.111 0.799
H 1.495 -1.932 -0.920
H 2.202 0.501 -1.733
H 2.064 0.960 0.044
O -1.237 1.648 -0.061
*
```


Here is a 8-piece molecular cluster, C63H68BNO20P2 overall in a non-equilibrium geometry from the OMol25 dataset. Energies are from the ωB97M-V functional and the def2-TZVPD basis.

Values from the calculation:
F_max	1.6	eV/A
LUMO energy	-1.73	eV
Kohn-Sham gap	6.06	eV
calculated total energy	-4708.3066	Ha

ORCA input file:
```
! wB97M-V def2-TZVPD RIJCOSX def2/J DEFGRID3
* xyz 0 1
C 5.590 1.646 -3.170
C 4.068 1.615 -3.179
P 3.441 3.094 -4.070
C 2.757 2.416 -5.643
C 2.047 3.770 -3.017
P 2.963 5.052 -1.890
C 4.567 5.530 -2.646
C 3.567 4.209 -0.372
C 1.083 2.756 -2.317
C 0.859 1.483 -3.135
C 1.327 2.384 -0.869
C 0.357 1.429 -0.168
C 0.830 -0.007 0.001
C 1.855 -0.160 1.124
C 3.043 -0.984 0.706
C 3.671 -0.392 -0.524
C 4.643 -1.279 -1.257
C 4.051 -2.548 -1.898
C 2.588 -2.486 -2.236
O 2.196 -3.770 -2.701
C 1.018 -4.259 -2.113
O -0.247 3.359 -2.326
C -0.339 3.777 -3.602
O -1.257 3.553 -4.319
C 0.933 4.566 -3.857
N 0.583 5.864 -3.138
C -0.487 6.404 -3.322
O -1.512 6.928 -3.503
B 1.276 5.212 -5.260
O 2.560 5.532 -5.626
O 0.231 5.423 -6.130
H 5.971 2.296 -2.405
H 5.963 1.963 -4.127
H 5.970 0.657 -2.979
H 3.719 1.592 -2.166
H 3.748 0.718 -3.670
H 1.772 2.765 -5.877
H 2.744 1.338 -5.662
H 3.401 2.742 -6.432
H 4.449 5.832 -3.665
H 5.306 4.757 -2.591
H 4.916 6.355 -2.045
H 4.369 4.804 0.029
H 2.784 4.210 0.351
H 3.901 3.200 -0.505
H 0.916 1.678 -4.187
H 1.618 0.758 -2.904
H -0.120 1.103 -2.953
H 1.258 3.298 -0.316
H 2.327 2.027 -0.715
H 0.244 1.827 0.823
H -0.626 1.446 -0.592
H -0.046 -0.585 0.228
H 1.207 -0.391 -0.928
H 1.389 -0.657 1.941
H 2.158 0.801 1.501
H 2.738 -1.990 0.477
H 3.760 -1.028 1.507
H 4.186 0.520 -0.267
H 2.870 -0.097 -1.173
H 5.178 -0.697 -1.981
H 5.388 -1.612 -0.556
H 4.165 -3.390 -1.244
H 4.587 -2.733 -2.808
H 2.023 -2.224 -1.369
H 2.365 -1.769 -3.012
H 0.202 -3.549 -2.126
H 1.221 -4.540 -1.088
H 0.713 -5.133 -2.654
H 2.709 6.475 -5.552
H 0.004 6.352 -6.200
C -2.943 -6.261 -3.003
C -2.727 -4.975 -2.749
C -3.180 -4.350 -1.484
O -2.977 -3.172 -1.264
C -3.886 -5.211 -0.503
C -4.103 -6.498 -0.753
C -3.648 -7.125 -2.022
O -3.846 -8.300 -2.245
H -2.624 -6.733 -3.923
H -2.218 -4.326 -3.447
H -4.209 -4.735 0.414
H -4.620 -7.141 -0.053
C -3.987 -2.883 -7.338
C -4.144 -1.617 -7.714
C -4.226 -0.519 -6.715
O -4.375 0.632 -7.058
C -4.122 -0.889 -5.279
C -3.953 -2.151 -4.904
C -3.874 -3.247 -5.903
O -3.750 -4.398 -5.546
H -3.934 -3.700 -8.046
H -4.226 -1.325 -8.754
H -4.199 -0.080 -4.566
H -3.882 -2.438 -3.860
C -0.458 -1.463 6.617
C 0.224 -0.966 5.590
C 1.242 -1.779 4.878
O 1.863 -1.321 3.942
C 1.469 -3.166 5.352
C 0.789 -3.667 6.380
C -0.230 -2.853 7.092
O -0.854 -3.304 8.029
H -1.205 -0.890 7.152
H 0.075 0.043 5.225
H 2.216 -3.738 4.816
H 0.942 -4.674 6.747
C 3.815 3.602 4.282
C 4.236 4.545 5.120
C 3.525 5.845 5.238
O 3.910 6.704 5.999
C 2.326 6.051 4.385
C 1.905 5.108 3.547
C 2.616 3.809 3.431
O 2.232 2.950 2.667
H 4.316 2.649 4.178
H 5.106 4.417 5.750
H 1.824 7.005 4.487
H 1.035 5.236 2.915
C 2.523 -5.590 11.510
C 2.566 -5.108 12.748
C 1.905 -3.824 13.099
O 1.947 -3.384 14.226
C 1.193 -3.102 12.014
C 1.149 -3.584 10.775
C 1.811 -4.867 10.426
O 1.773 -5.310 9.299
H 2.998 -6.522 11.232
H 3.079 -5.618 13.554
H 0.717 -2.170 12.292
H 0.635 -3.077 9.970
C -8.460 -9.721 3.112
C -8.104 -8.525 2.654
C -6.751 -8.290 2.090
O -6.429 -7.197 1.673
C -5.811 -9.439 2.054
C -6.166 -10.635 2.512
C -7.520 -10.872 3.078
O -7.845 -11.961 3.494
H -9.440 -9.917 3.529
H -8.772 -7.674 2.668
H -4.831 -9.245 1.636
H -5.498 -11.486 2.496
C -5.916 10.988 -3.196
C -4.878 11.241 -3.987
C -3.850 10.204 -4.262
O -2.903 10.438 -4.981
C -4.023 8.874 -3.622
C -5.063 8.624 -2.831
C -6.091 9.658 -2.554
O -7.039 9.431 -1.835
H -6.678 11.726 -2.980
H -4.731 12.201 -4.465
H -3.262 8.135 -3.835
H -5.210 7.663 -2.353
*
```